Entry 1:
C25H39O2S3SbSe4SiV as an isolated structure, computed with wB97M-V/def2-TZVPD.

Structure (ORCA input):
```
! wB97M-V def2-TZVPD RIJCOSX def2/J DEFGRID3
* xyz -1 3
V -0.686 0.774 0.933
Se -2.107 2.938 -0.296
Se -4.154 2.110 0.420
Se -3.697 1.515 2.596
Se -2.430 -0.419 2.252
C -4.246 0.998 -2.893
C -2.883 0.477 -3.329
C -3.023 -0.624 -4.377
Sb -1.585 -0.130 -1.667
C 0.316 0.226 -2.686
C 0.427 -0.203 -4.147
C 0.649 1.711 -2.537
C -1.812 -2.319 -1.598
C -1.337 -3.167 -2.774
C -3.252 -2.625 -1.193
H -4.823 1.287 -3.780
H -4.143 1.870 -2.255
H -4.814 0.239 -2.352
H -2.314 1.308 -3.756
H -3.614 -1.455 -3.990
H -2.062 -1.015 -4.704
H -3.547 -0.234 -5.259
H 1.016 -0.352 -2.082
H -0.261 0.366 -4.779
H 0.220 -1.263 -4.285
H 1.442 -0.010 -4.514
H -0.055 2.333 -3.095
H 1.657 1.916 -2.918
H 0.606 2.040 -1.496
H -1.169 -2.531 -0.739
H -1.947 -3.016 -3.665
H -1.396 -4.232 -2.513
H -0.301 -2.951 -3.027
H -3.954 -2.396 -1.999
H -3.542 -2.047 -0.313
H -3.362 -3.688 -0.950
C 1.258 4.711 1.444
Si 0.467 3.505 2.645
C 1.744 2.988 3.918
C -0.994 4.312 3.479
O 0.011 2.207 1.797
H 1.567 5.649 1.914
H 0.529 4.942 0.661
H 2.134 4.258 0.970
H 2.149 3.827 4.491
H 2.576 2.483 3.416
H 1.293 2.284 4.622
H -0.704 5.202 4.047
H -1.490 3.614 4.157
H -1.717 4.602 2.712
O 0.529 -0.698 0.494
C 1.557 -1.211 1.291
C 1.004 -1.651 2.650
C 0.333 -2.803 2.916
C -0.221 -2.835 4.225
C 0.043 -1.703 4.929
S 0.961 -0.589 4.010
C 2.163 -2.430 0.609
C 3.082 -3.317 1.078
C 3.426 -4.313 0.120
C 2.756 -4.159 -1.054
S 1.697 -2.811 -0.997
C 2.666 -0.164 1.422
C 2.864 0.896 0.596
C 4.042 1.636 0.905
C 4.726 1.117 1.957
S 3.935 -0.268 2.592
H 0.231 -3.598 2.189
H -0.797 -3.661 4.619
H -0.259 -1.457 5.934
H 3.493 -3.262 2.077
H 4.137 -5.107 0.301
H 2.818 -4.769 -1.941
H 2.190 1.133 -0.213
H 4.356 2.522 0.371
H 5.630 1.485 2.414
*
```

Output
HOMO level (alpha / beta) (eV): -3.931 / -4.013
Kohn-Sham gap (alpha / beta) (eV): 6.219 / 6.301
E_LUMO (alpha / beta) (eV): 2.29 / 2.29

Atom charges from the Mulliken analysis, given in e for atoms 1 to 8: atom 1 (V): 0.82, atom 2 (Se): -0.28, atom 3 (Se): -0.20, atom 4 (Se): -0.28, atom 5 (Se): -0.42, atom 6 (C): -1.35, atom 7 (C): 0.54, atom 8 (C): -1.51



Entry 2:
A 2-piece molecular cluster, CO6S2 overall, computed with wB97M-V/def2-TZVPD.

Structure (ORCA input):
```
! wB97M-V def2-TZVPD RIJCOSX def2/J DEFGRID3
* xyz 0 1
C 1.045 0.650 0.410
O -1.555 -0.783 1.010
O -0.976 -1.616 -1.231
O 0.522 0.516 1.656
O 0.875 -0.567 -0.159
O -1.086 0.821 -1.321
O 1.605 1.583 -0.054
S -0.137 -0.947 1.161
S -1.765 -0.440 -1.299
*
```

Output
Energy above the lowest of the compared OMol25 structures with the same formula, charge and spin (kcal/mol): 23.5
HOMO level (eV): -11.449
Kohn-Sham gap (eV): 10.254
E_LUMO (eV): -1.20

Atom charges from the Mulliken analysis, given in e for atoms 1 to 8: atom 1 (C): 0.77, atom 2 (O): -0.43, atom 3 (O): -0.42, atom 4 (O): -0.27, atom 5 (O): -0.25, atom 6 (O): -0.37, atom 7 (O): -0.45, atom 8 (S): 0.68



Entry 3:
One molecule with the formula C2H4N4O, computed with wB97M-V/def2-TZVPD.

Structure (ORCA input):
```
! wB97M-V def2-TZVPD RIJCOSX def2/J DEFGRID3
* xyz 0 1
N -2.233 -0.185 -0.012
C -0.993 -0.005 -0.457
N -0.537 0.734 -1.360
N 1.058 1.100 0.674
C 1.195 -0.076 0.237
O 2.381 -0.695 0.069
N 0.083 -0.809 -0.198
H -2.856 0.578 -0.217
H -2.305 -0.662 0.867
H 1.956 1.527 0.835
H 2.251 -1.508 -0.438
*
```

Output
Energy above the lowest of the compared OMol25 structures with the same formula, charge and spin (kcal/mol): 89.8
HOMO level (alpha / beta) (eV): -9.431 / -9.264
Kohn-Sham gap (alpha / beta) (eV): 7.870 / 8.560
E_LUMO (alpha / beta) (eV): -1.56 / -0.70

Atom charges from the Mulliken analysis, given in e for atoms 1 to 8: atom 1 (N): -0.46, atom 2 (C): 0.76, atom 3 (N): -0.39, atom 4 (N): -0.58, atom 5 (C): 0.63, atom 6 (O): -0.48, atom 7 (N): -0.56, atom 8 (H): 0.25



| no. | maximum force (Eh/bohr) |
| --- | --- |
| 1 | 0.0222 |
| 2 | 0.0771 |
| 3 | 0.0205 |